No. 1
Below is a single C5H11NO2 molecule in a non-equilibrium geometry, with properties calculated with the ωB97M-V functional and the def2-TZVPD basis.

Values from the calculation:
Net charge   0
HOMO-LUMO gap   9.62 eV

XYZ file:
```
19
Properties=species:S:1:pos:R:3:forces:R:3
C 1.330 0.517 -1.416 1.05 0.05 -0.96
H -1.713 -0.954 0.431 0.07 -0.32 0.24
N -1.306 -0.294 1.070 0.25 1.04 0.15
H -1.752 -2.316 3.170 -1.45 -0.68 1.95
H 2.055 -0.271 -1.209 -0.49 -0.45 0.32
H 0.155 -0.634 2.473 0.05 -0.21 0.56
H 1.714 1.371 -0.849 -0.23 0.27 -0.09
H -0.420 -0.777 -1.190 0.12 -0.12 -0.41
C -0.331 0.606 0.447 -0.05 -1.43 -0.30
C 1.553 0.834 -2.888 -0.20 0.01 1.19
H -1.523 -0.267 3.101 0.41 -0.24 0.59
H 1.104 1.794 -3.164 -0.18 0.32 -0.62
C -0.119 0.257 -1.060 -0.08 0.55 1.55
H 0.588 0.423 1.015 0.34 0.38 -0.32
O -1.232 -2.204 2.420 1.51 0.67 -1.52
O 2.177 0.146 -3.642 0.07 -0.05 -0.35
C -0.917 -0.828 2.386 -1.05 0.45 -1.88
H -0.802 0.924 -1.587 0.09 -0.22 -0.49
H -0.559 1.673 0.493 -0.23 0.00 0.37
```
Forces are in eV/Å.

No. 2
Below is 2 unconnected molecules or ions with the total composition C5H11NO2 in a non-equilibrium geometry, with properties calculated with the ωB97M-V functional and the def2-TZVPD basis.

Values from the calculation:
Net charge   0
HOMO-LUMO gap   10.70 eV

XYZ file:
```
19
Properties=species:S:1:pos:R:3:forces:R:3
C 0.813 2.090 0.023 0.48 0.53 0.49
H 0.319 -1.854 -1.656 0.53 0.25 0.65
H 1.902 2.059 0.176 -0.09 -0.62 -0.36
N 0.104 1.303 -0.662 1.18 0.53 0.15
C 0.805 0.163 -1.277 -1.87 0.29 -0.16
O -1.921 1.701 1.403 -0.57 -0.11 1.00
H 1.760 -0.098 -0.837 0.26 0.32 0.25
C -0.634 -1.587 0.227 -0.63 0.74 -1.37
H -1.626 -1.156 0.423 0.29 -0.03 0.57
O 1.145 -0.568 1.579 -0.97 0.58 -0.38
H -0.788 -2.651 -0.025 -0.06 0.33 0.77
H 0.404 2.915 0.607 -0.57 -0.05 -0.34
H 0.582 -2.389 1.869 -0.67 -0.30 0.35
H -1.196 1.104 1.642 -0.15 0.49 -0.67
C -0.171 -1.002 -1.126 0.99 -2.27 -2.34
H -0.990 -1.020 -1.868 -0.31 1.11 0.80
H -1.804 2.053 0.520 0.53 -0.47 -0.18
C 0.354 -1.453 1.335 1.73 -1.07 0.26
H 0.945 0.390 -2.353 -0.10 -0.25 0.51
```
Forces are in eV/Å.

No. 3
Below is 2 unconnected molecules or ions with the total composition C5H11NO2 in a non-equilibrium geometry, with properties calculated with the ωB97M-V functional and the def2-TZVPD basis.

Values from the calculation:
Net charge   0
HOMO-LUMO gap (alpha / beta)   8.10 / 8.10 eV

XYZ file:
```
19
Properties=species:S:1:pos:R:3:forces:R:3
H 3.063 -0.466 0.289 -0.30 -0.09 0.50
C -0.497 -1.708 -0.144 -3.18 -0.35 0.53
N 2.140 -0.535 0.691 -1.73 -0.58 -0.24
H 1.924 -0.653 1.669 0.68 0.09 -0.21
H -0.083 -2.552 0.390 0.28 0.29 0.20
H 2.133 -0.028 -1.899 0.08 -0.23 -0.08
H -0.016 2.728 1.188 -0.12 -0.02 0.07
O 0.135 0.739 0.809 1.65 -2.08 -1.25
H -0.314 -1.649 -1.205 -0.10 -0.06 0.19
H 0.445 0.692 -1.962 -0.05 0.31 0.03
C 1.057 -0.092 -0.084 1.42 5.22 0.82
C -1.642 -1.131 0.373 1.42 -2.63 -1.36
O -2.471 -0.418 -0.419 -0.04 0.61 -0.12
H -3.277 -0.180 0.052 0.21 0.04 0.03
H -2.071 -1.450 1.316 0.38 0.42 0.35
H -0.015 2.429 -0.531 0.23 -0.53 -0.04
H -1.430 1.949 0.408 0.03 0.23 0.00
C 1.257 0.309 -1.369 -0.66 -0.86 0.62
C -0.338 2.013 0.426 -0.22 0.22 -0.04
```
Forces are in eV/Å.

No. 4
Below is 2 unconnected molecules or ions with the total composition C5H11NO2 in a non-equilibrium geometry, with properties calculated with the ωB97M-V functional and the def2-TZVPD basis.

Values from the calculation:
Net charge   0
HOMO-LUMO gap   5.99 eV

XYZ file:
```
19
Properties=species:S:1:pos:R:3:forces:R:3
H -3.402 1.370 -0.043 0.01 -0.05 0.89
H -1.540 -0.150 1.485 -0.30 0.30 0.27
C -2.343 1.105 -0.046 -0.56 -0.27 -0.95
C 1.364 0.214 0.234 -4.25 2.70 1.16
H -2.644 -1.120 0.567 -0.64 0.47 -0.48
N 0.234 0.137 -0.640 2.24 -0.31 1.18
H -0.333 -1.643 0.388 0.15 -0.01 0.14
O 2.560 -0.731 -1.619 -0.17 1.20 -0.47
O -0.030 0.962 2.094 0.65 -0.34 -0.47
C -0.733 -0.878 -0.276 -0.85 0.08 0.26
C 1.585 -0.866 -0.939 1.70 -2.80 -0.97
H -1.096 -1.360 -1.183 0.06 0.11 -0.22
H 1.302 -1.893 -0.685 -0.53 0.14 0.20
H -2.156 1.196 -1.121 0.43 -0.16 0.08
H 0.219 1.597 2.776 0.28 -0.04 -0.03
H 1.876 1.163 0.143 0.58 -0.29 -0.54
H 1.220 -0.105 1.298 0.11 -0.53 0.05
C -1.969 -0.265 0.496 1.41 -0.56 -0.02
H -1.695 1.795 0.485 -0.31 0.39 -0.08
```
Forces are in eV/Å.

No. 5
Below is a single C5H11NO2 molecule in a non-equilibrium geometry, with properties calculated with the ωB97M-V functional and the def2-TZVPD basis.

Values from the calculation:
Net charge   0
HOMO-LUMO gap   9.09 eV

XYZ file:
```
19
Properties=species:S:1:pos:R:3:forces:R:3
C 0.009 -0.407 1.679 -0.41 -0.25 -0.79
N -0.332 -0.428 -0.780 1.96 0.13 2.82
H -1.520 1.241 -0.641 -1.08 -0.44 0.00
H -0.645 -2.147 0.450 0.39 0.35 -0.33
H 1.075 -0.639 1.594 0.08 0.06 0.19
H -0.198 2.781 0.537 0.63 -1.65 0.02
C -0.749 -1.059 0.494 0.11 1.35 2.50
H -0.401 -0.921 2.570 0.34 1.01 -0.02
H 1.258 1.671 0.396 0.28 0.28 -0.13
H -1.839 -0.867 0.645 0.87 0.12 -0.57
C 0.173 1.697 0.466 -0.30 0.13 0.59
O -1.118 -0.907 -1.610 -4.59 -2.43 -5.68
H 1.145 -0.524 -2.201 -0.18 0.35 -0.89
H 1.173 -1.902 -1.120 -0.56 0.72 0.05
C -0.485 1.019 -0.736 0.32 2.14 1.53
C 1.017 -0.804 -1.186 2.25 -0.91 1.13
O -0.177 1.033 1.702 -0.43 -0.69 -0.06
H -0.200 1.494 -1.662 0.49 -0.34 -0.44
H 1.813 -0.332 -0.597 -0.17 0.05 0.08
```
Forces are in eV/Å.

No. 6
Below is 2 unconnected molecules or ions with the total composition C5H11NO2 in a non-equilibrium geometry, with properties calculated with the ωB97M-V functional and the def2-TZVPD basis.

Values from the calculation:
Net charge   0
HOMO-LUMO gap   10.61 eV

XYZ file:
```
19
Properties=species:S:1:pos:R:3:forces:R:3
H 1.421 1.457 -3.292 0.12 -0.16 0.57
H 2.245 3.105 -2.051 -0.50 0.09 0.24
C -1.078 -1.585 1.144 0.21 -0.32 0.96
H 0.586 -0.655 -2.488 0.02 0.32 0.28
C -0.063 -0.854 2.048 -1.18 0.76 0.29
H 0.674 -1.248 3.830 -0.08 -0.16 -0.18
H -0.682 0.551 -2.210 0.15 -0.03 0.25
N 1.301 1.311 -2.288 -0.57 0.11 -0.71
H -0.916 -2.694 1.083 -0.14 1.16 -0.12
H 0.872 -0.616 1.496 -0.43 -0.08 0.40
H -2.980 -1.520 0.214 -0.33 -0.41 -0.57
C -2.176 -0.999 0.673 0.69 1.77 0.91
C 1.550 2.411 -1.532 -0.01 -0.57 2.90
H -0.552 0.141 2.448 1.01 -1.77 -0.93
H 0.375 0.041 -0.824 0.01 0.38 -1.30
C 0.338 0.260 -1.929 0.16 -0.13 0.75
O 0.191 -1.749 3.159 0.09 0.67 -0.52
H -2.327 0.118 0.846 0.17 -1.60 -0.26
O 1.221 2.525 -0.327 0.60 -0.03 -2.97
```
Forces are in eV/Å.

No. 7
Below is 3 unconnected molecules or ions with the total composition C5H11NO2 in a non-equilibrium geometry, with properties calculated with the ωB97M-V functional and the def2-TZVPD basis.

Values from the calculation:
Net charge   0
HOMO-LUMO gap   3.75 eV

XYZ file:
```
19
Properties=species:S:1:pos:R:3:forces:R:3
C 0.318 -0.708 0.487 -3.27 1.62 1.73
O 0.404 -0.793 -3.241 0.69 -2.71 2.25
H -0.267 1.789 2.922 2.41 0.75 0.33
H 0.187 1.020 -1.012 -0.76 -1.89 0.53
H -1.436 -1.482 -1.561 0.78 0.65 0.86
O 0.460 -2.561 -1.655 -0.16 1.73 -1.57
H 0.464 2.818 1.782 0.97 0.25 0.46
C 0.874 -1.839 -2.629 -0.01 0.63 -0.64
H 1.883 -2.206 -3.029 -0.66 0.43 0.14
H -0.201 -1.657 0.916 1.34 1.51 -0.58
H 0.936 3.055 3.562 -0.15 -0.22 -0.67
H -2.435 -0.021 -1.633 1.03 0.14 0.30
H -2.292 -0.779 -0.021 1.09 0.00 -1.54
H 1.589 1.672 2.652 0.53 -0.63 -0.21
H 1.290 -0.794 0.096 1.57 -0.08 0.06
C 0.766 2.339 2.735 -3.62 0.08 0.24
C -1.681 -0.532 -0.986 -1.92 1.27 1.35
C -0.434 0.207 -0.479 -0.75 0.09 1.01
N -0.424 0.470 1.095 0.88 -3.59 -4.05
```
Forces are in eV/Å.

No. 8
Below is a single C5H11NO2 molecule in a non-equilibrium geometry, with properties calculated with the ωB97M-V functional and the def2-TZVPD basis.

Values from the calculation:
Net charge   0
HOMO-LUMO gap   9.77 eV

XYZ file:
```
19
Properties=species:S:1:pos:R:3:forces:R:3
H -0.559 0.943 2.307 -0.51 1.97 -1.10
C 0.829 0.452 -0.386 2.44 4.44 3.45
H 0.061 1.205 0.040 1.04 -1.39 -0.09
O -1.462 1.699 -1.538 -1.38 0.04 -0.85
H 0.198 -1.265 -1.655 0.75 4.05 -0.89
H 1.989 -0.464 1.344 0.04 0.43 -0.10
C -0.149 -1.010 1.443 1.41 1.76 1.25
H -0.154 -2.037 1.862 0.46 0.76 0.26
C 1.164 -0.630 0.660 -1.69 -3.56 -1.18
H -2.449 1.829 -1.759 2.06 -0.57 0.44
N -0.335 0.045 2.583 0.64 -4.17 -0.08
H 1.760 1.250 -0.382 -1.92 -2.19 -0.68
C -1.112 0.447 -1.898 -4.35 -3.15 -0.87
H 1.377 -1.676 0.138 0.17 2.20 0.49
H -0.919 -1.095 0.682 -0.68 0.76 0.28
O -1.996 -0.388 -2.285 3.04 3.24 1.07
C 0.306 0.042 -1.687 0.31 -2.68 -2.66
H 0.548 0.076 3.115 -0.75 -0.04 -0.50
H 0.903 0.578 -2.584 -1.09 -1.90 1.76
```
Forces are in eV/Å.

So what do the calculations give for energy above the lowest of the compared OMol25 structures with the same formula, charge and spin? Going down the list: 51.99 63.24 115.84 181.33 104.66 51.64 216.69 64.14 kcal/mol.